{"formula": "C35H30ClGaGeNO2SSe", "method": "ωB97M-V/def2-TZVPD", "multiplicity": 2, "e_above_lowest_kj_mol": 0.0, "orbital_gap_ev": [7.3590, 6.7172], "lumo_energy_ev": [-0.44, -1.33], "symbols": ["Ga", "C", "C", "C", "C", "C", "C", "C", "C", "C", "S", "C", "N", "H", "H", "H", "H", "H", "H", "H", "H", "C", "Ge", "C", "C", "C", "C", "C", "C", "C", "C", "C", "C", "C", "C", "C", "C", "C", "C", "H", "H", "H", "H", "H", "H", "H", "H", "H", "H", "H", "H", "H", "H", "H", "Cl", "C", "C", "O", "O", "H", "H", "Se", "C", "C", "C", "C", "C", "C", "H", "H", "H", "H", "H"], "positions_angstrom": [[2.225, -0.191, 0.871], [-0.048, 2.887, 0.364], [1.326, 2.969, -0.271], [1.595, 4.235, -0.964], [2.856, 4.502, -1.451], [3.894, 3.545, -1.198], [5.154, 3.736, -1.791], [6.130, 2.740, -1.703], [5.790, 1.538, -1.076], [4.589, 1.346, -0.327], [4.511, 0.005, 0.736], [3.551, 2.312, -0.546], [2.309, 2.096, -0.092], [0.032, 2.758, 1.444], [-0.669, 2.113, -0.126], [-0.512, 3.827, 0.115], [0.803, 4.916, -1.176], [3.083, 5.443, -1.916], [5.295, 4.661, -2.319], [7.112, 2.849, -2.134], [6.483, 0.708, -1.045], [-0.100, -0.615, -2.960], [-1.219, -0.619, -1.303], [-2.001, -2.447, -1.429], [-2.861, -2.773, -2.479], [-3.369, -4.057, -2.623], [-3.111, -5.053, -1.684], [-2.250, -4.718, -0.666], [-1.679, -3.465, -0.525], [-2.827, 0.495, -1.666], [-2.908, 1.064, -2.892], [-3.971, 1.989, -3.210], [-5.040, 2.176, -2.344], [-4.985, 1.585, -1.059], [-6.010, 1.882, -0.120], [-6.044, 1.233, 1.090], [-5.066, 0.236, 1.413], [-4.049, -0.033, 0.523], [-3.926, 0.675, -0.734], [-0.683, -0.674, -3.881], [0.675, -1.400, -2.880], [0.496, 0.321, -3.007], [-3.206, -2.003, -3.152], [-4.100, -4.268, -3.407], [-3.498, -6.079, -1.715], [-1.919, -5.522, 0.054], [-1.053, -3.220, 0.274], [-2.122, 0.873, -3.651], [-3.926, 2.462, -4.190], [-5.928, 2.751, -2.608], [-6.786, 2.585, -0.333], [-6.808, 1.505, 1.793], [-5.067, -0.233, 2.399], [-3.288, -0.814, 0.755], [1.616, -5.318, 0.990], [1.989, -4.090, -0.249], [2.091, -2.614, 0.223], [2.544, -2.320, 1.331], [1.635, -1.662, -0.546], [1.300, -4.176, -1.089], [2.957, -4.335, -0.740], [0.484, 0.109, 2.630], [1.755, -0.405, 4.018], [1.615, -1.627, 4.600], [2.240, -1.906, 5.790], [3.109, -0.977, 6.324], [3.418, 0.184, 5.587], [2.692, 0.540, 4.451], [0.967, -2.373, 4.070], [2.101, -2.943, 6.251], [3.627, -1.243, 7.254], [4.235, 0.815, 5.975], [2.743, 1.506, 3.949]], "forces_ev_per_angstrom": [[-0.3829, -0.2425, 0.3408], [0.4778, -0.6884, -0.9423], [0.8920, 1.7346, -0.2501], [1.2211, -1.5099, -0.1717], [-0.5800, -1.2285, 1.5053], [-0.5575, -0.3659, -0.9957], [0.8398, -0.8325, 0.5877], [-1.4721, 0.4762, -0.2131], [-1.0025, -0.3046, 1.5532], [1.1321, 1.4548, -2.1309], [-1.1493, -0.6747, 0.3877], [1.4801, 0.9612, -0.2304], [-2.0127, -0.9208, 0.7146], [-0.1672, -0.1944, -0.1653], [0.2828, 0.0570, 0.5587], [-0.3957, 0.2928, 0.2597], [-0.5323, 0.3061, 0.1835], [0.0855, 0.1365, -0.3293], [0.3529, 0.2569, -0.1140], [0.0233, 0.0764, -0.2032], [0.2552, 0.1340, 0.0537], [1.1948, 0.9042, 0.5671], [-0.7518, -0.8791, -1.2341], [0.2682, -0.3500, 0.5598], [-0.0581, 0.0105, 0.1898], [-1.0798, -0.3565, -0.0986], [0.3524, 0.1230, -0.2467], [1.2537, -1.6102, 1.7267], [-1.1541, 0.4173, -1.4846], [-0.4388, -0.5855, 1.1256], [-0.0987, 1.4891, -0.8262], [-0.4885, -0.7867, 0.0510], [1.4332, 0.0241, -0.7638], [-0.0897, -0.3481, -0.0378], [0.5538, -1.2610, 0.7940], [0.7592, -0.2361, -0.3556], [0.1173, 0.6270, -0.3033], [0.7308, -0.0263, -0.3690], [-0.3143, 0.0529, 0.5547], [-0.0384, -0.2847, 0.1742], [-0.7294, 0.1313, -0.0963], [-0.3905, -0.2935, -0.0647], [0.0816, 0.1095, -0.2519], [0.3377, 0.1536, 0.0203], [-0.0165, 0.6162, -0.2957], [-0.5709, 0.9630, -0.7033], [0.9747, -0.0062, 1.2373], [-0.6006, 0.3922, 0.5922], [-0.2823, -0.0742, 0.1656], [0.4339, 0.1224, -0.0004], [-0.2319, 0.4096, -0.3768], [-0.2028, -0.1001, 0.3113], [-0.1459, -0.0261, -0.4326], [-0.6330, 0.7497, -0.0884], [0.1321, 0.6654, -0.2839], [0.8159, 0.6390, -1.0876], [-1.2452, -0.0498, -0.4317], [0.3604, 0.0049, 0.4629], [0.7595, -0.3335, 0.7669], [-0.4248, 0.1243, 0.4267], [-0.3100, 0.0725, 0.7190], [1.2492, -0.1957, -0.9879], [-0.2045, 1.6227, -1.0744], [-1.3743, -1.6291, -0.7821], [0.0626, -1.9700, 0.7641], [0.7479, -0.0052, -0.2187], [0.4118, 0.3591, 0.8840], [-0.3555, -0.7615, 0.6171], [0.5989, 0.7115, 0.8186], [0.1771, 1.7543, -0.5058], [-0.0810, 0.4331, -0.4445], [-0.6192, -0.1265, -0.2815], [0.3333, -0.3108, 0.1999]], "lowdin_spin": [0.019, 0.011, 0.001, 0.000, 0.000, 0.000, 0.000, 0.000, 0.000, 0.000, 0.001, 0.000, 0.001, 0.000, 0.016, 0.001, 0.000, 0.000, 0.000, 0.000, 0.000, 0.095, 0.503, 0.082, 0.015, 0.004, -0.001, 0.000, 0.007, 0.093, 0.025, 0.003, 0.011, 0.001, 0.001, -0.002, 0.001, 0.004, 0.009, 0.012, 0.000, 0.000, 0.002, 0.001, 0.000, 0.000, 0.003, 0.003, 0.000, 0.001, 0.000, 0.000, 0.000, 0.006, 0.000, 0.000, 0.002, 0.003, 0.033, 0.000, 0.000, 0.026, 0.005, 0.001, 0.000, 0.000, 0.000, 0.001, 0.000, 0.000, 0.000, 0.000, 0.000]}

---

{"formula": "C35H30ClIN2O2PtTe", "method": "ωB97M-V/def2-TZVPD", "charge": 2, "orbital_gap_ev": 6.3254, "lumo_energy_ev": -7.30, "symbols": ["Pt", "C", "C", "C", "C", "C", "O", "C", "C", "C", "C", "C", "C", "C", "O", "C", "C", "C", "N", "C", "C", "Te", "C", "C", "C", "C", "C", "C", "C", "C", "C", "C", "C", "C", "H", "H", "H", "H", "H", "H", "H", "H", "H", "H", "H", "H", "H", "H", "H", "H", "H", "H", "H", "H", "H", "H", "H", "H", "Cl", "C", "C", "C", "C", "N", "C", "H", "H", "H", "H", "I", "C", "H", "H"], "positions_angstrom": [[1.146, 0.022, -1.488], [-3.030, 2.786, 3.382], [-2.354, 2.282, 2.136], [-3.057, 2.161, 0.927], [-2.458, 1.685, -0.219], [-3.226, 1.597, -1.520], [-3.377, 2.587, -2.191], [-3.784, 0.271, -1.914], [-4.234, 0.098, -3.222], [-4.809, -1.103, -3.602], [-4.957, -2.128, -2.672], [-4.512, -1.960, -1.367], [-3.919, -0.763, -0.990], [-1.103, 1.336, -0.225], [-0.655, 0.855, -1.395], [-0.342, 1.533, 0.951], [-1.014, 1.976, 2.118], [1.103, 1.566, 0.968], [1.840, 1.254, -0.066], [3.275, 1.573, -0.136], [4.152, 0.361, 0.102], [3.370, -1.302, -1.014], [2.443, -2.204, 0.652], [3.232, -2.900, 1.560], [2.643, -3.443, 2.694], [1.280, -3.298, 2.913], [0.492, -2.616, 1.996], [1.075, -2.070, 0.861], [1.803, 2.043, 2.196], [2.003, 3.398, 2.438], [2.663, 3.794, 3.592], [3.110, 2.844, 4.501], [2.897, 1.494, 4.261], [2.245, 1.086, 3.106], [-4.111, 2.689, 3.308], [-2.801, 3.840, 3.545], [-2.699, 2.234, 4.260], [-4.106, 2.435, 0.893], [-4.143, 0.920, -3.920], [-5.169, -1.235, -4.614], [-5.436, -3.055, -2.964], [-4.653, -2.748, -0.639], [-3.591, -0.622, 0.033], [-0.439, 2.111, 3.024], [3.516, 2.373, 0.561], [3.461, 1.949, -1.142], [4.169, 0.040, 1.143], [5.168, 0.537, -0.246], [4.296, -3.025, 1.396], [3.252, -3.987, 3.404], [0.827, -3.727, 3.796], [-0.572, -2.511, 2.160], [0.421, -1.558, 0.152], [1.635, 4.137, 1.737], [2.821, 4.846, 3.784], [3.618, 3.158, 5.402], [3.233, 0.756, 4.978], [2.064, 0.032, 2.920], [1.903, -4.307, -4.984], [0.783, -3.345, -4.116], [-0.540, -3.738, -3.955], [-1.390, -2.902, -3.259], [-0.905, -1.730, -2.707], [0.379, -1.360, -2.852], [1.207, -2.155, -3.563], [-0.885, -4.672, -4.377], [-2.436, -3.139, -3.127], [-1.545, -1.057, -2.154], [2.211, -1.796, -3.743], [3.269, 1.134, -3.964], [1.391, 1.319, -3.077], [0.614, 1.039, -3.777], [1.241, 2.304, -2.649]], "forces_ev_per_angstrom": [[-0.1642, 0.0442, -0.1757], [0.0069, -0.0123, -0.0108], [-0.0231, -0.0139, -0.0545], [0.0722, -0.0429, 0.1146], [0.0255, 0.0739, -0.0312], [-0.0326, -0.0606, 0.0214], [0.0593, -0.0031, -0.0275], [-0.0639, 0.0420, 0.0327], [-0.0063, -0.0107, -0.0065], [0.0048, 0.0090, 0.0080], [-0.0048, -0.0103, -0.0087], [0.0113, 0.0163, 0.0013], [0.0154, -0.0201, -0.0002], [-0.0590, 0.0180, -0.1461], [0.0442, 0.0975, 0.0934], [0.0731, 0.0817, 0.0569], [-0.0822, -0.0054, -0.0117], [-0.0856, 0.2333, -0.1025], [-0.0060, -0.2834, 0.0367], [0.0082, 0.0349, -0.0277], [0.0111, -0.0506, -0.0880], [0.0217, 0.0698, 0.0033], [0.0562, -0.0393, -0.0328], [-0.0023, 0.0240, 0.0231], [0.0034, 0.0031, -0.0008], [-0.0046, -0.0028, 0.0015], [0.0100, 0.0047, 0.0214], [0.0029, 0.0265, -0.0080], [-0.0280, 0.0163, -0.0161], [-0.0666, 0.0109, 0.0423], [-0.0015, -0.0061, -0.0126], [-0.0030, -0.0044, -0.0055], [-0.0017, -0.0039, 0.0126], [0.0773, -0.0044, -0.0471], [-0.0016, 0.0033, 0.0050], [-0.0137, 0.0001, -0.0001], [0.0088, 0.0106, -0.0005], [-0.0080, -0.0012, -0.0082], [-0.0016, 0.0034, 0.0030], [0.0008, 0.0003, -0.0009], [-0.0064, 0.0024, 0.0059], [0.0069, -0.0083, -0.0059], [-0.0068, 0.0020, -0.0014], [0.0066, -0.0167, 0.0060], [0.0192, -0.0580, 0.0591], [-0.0106, 0.0704, 0.0213], [-0.0353, -0.0045, -0.0014], [0.0070, 0.0065, 0.0260], [-0.0010, -0.0081, -0.0021], [0.0013, 0.0009, -0.0010], [0.0011, -0.0009, -0.0009], [-0.0054, 0.0026, -0.0051], [-0.0031, -0.0193, -0.0158], [0.0021, 0.0013, -0.0056], [0.0037, 0.0008, -0.0027], [-0.0018, -0.0003, 0.0012], [0.0007, 0.0019, -0.0007], [-0.0040, 0.0013, 0.0008], [0.0006, 0.0031, -0.0189], [0.0063, 0.0443, -0.0531], [-0.0043, -0.0507, -0.0268], [-0.0642, 0.0737, -0.0214], [0.0106, 0.1407, -0.0694], [0.0733, -0.6411, 0.3955], [-0.0420, 0.2791, -0.1937], [-0.0019, 0.0053, -0.0096], [0.0108, -0.0176, 0.0144], [0.0199, -0.0369, 0.0528], [0.0437, -0.0677, 0.1060], [-0.0065, 0.0112, -0.0418], [0.1690, -0.0315, 0.1227], [-0.0581, 0.0504, 0.0347], [0.0157, 0.0152, -0.0228]], "mulliken_charge": [-0.221, -1.698, -0.247, 0.110, -0.042, -0.726, -0.595, 0.163, -0.256, -0.631, -0.581, -0.793, 0.214, 1.014, -0.387, 0.833, -0.952, 1.860, 0.154, -0.501, -0.889, 0.249, 0.587, -0.559, -0.637, -0.590, -0.813, 0.048, -1.770, 0.214, -0.884, -0.519, -0.941, 0.171, 0.411, 0.325, 0.417, 0.512, 0.536, 0.435, 0.459, 0.417, 0.459, 0.613, 0.533, 0.233, 0.330, 0.623, 0.472, 0.438, 0.439, 0.494, 0.290, 0.540, 0.466, 0.431, 0.478, 0.466, -0.166, -0.120, -0.575, -0.528, 0.207, 0.401, -0.272, 0.519, 0.409, 0.244, 0.464, 0.235, -1.238, 0.604, 0.612]}

---

{"formula": "C35H31BeClN3P2S", "method": "ωB97M-V/def2-TZVPD", "charge": 1, "e_above_lowest_kj_mol": 31.4, "orbital_gap_ev": 7.3455, "lumo_energy_ev": -3.32, "symbols": ["Be", "N", "P", "C", "C", "C", "C", "C", "C", "C", "C", "C", "C", "C", "C", "P", "C", "C", "C", "C", "C", "C", "C", "C", "C", "C", "C", "C", "H", "H", "H", "H", "H", "H", "H", "H", "H", "H", "H", "H", "H", "H", "H", "H", "H", "H", "H", "H", "H", "S", "C", "N", "C", "C", "C", "N", "H", "H", "H", "H", "Cl", "C", "C", "C", "C", "C", "C", "C", "H", "H", "H", "H", "H", "H"], "positions_angstrom": [[0.371, -0.507, 0.309], [-0.782, 1.937, -0.518], [-1.104, 0.397, -1.177], [-2.900, 0.233, -1.116], [-3.429, -1.054, -1.102], [-4.803, -1.239, -1.121], [-5.652, -0.142, -1.146], [-5.128, 1.142, -1.159], [-3.755, 1.331, -1.150], [-0.704, 0.533, -2.934], [-1.136, 1.610, -3.708], [-0.806, 1.674, -5.049], [-0.048, 0.661, -5.627], [0.383, -0.410, -4.864], [0.059, -0.473, -3.515], [0.552, 1.724, 0.520], [0.194, 2.740, 1.969], [0.091, 2.172, 3.234], [-0.212, 2.971, 4.328], [-0.414, 4.332, 4.158], [-0.301, 4.905, 2.897], [0.012, 4.115, 1.806], [1.904, 2.583, -0.312], [3.175, 2.505, 0.257], [4.243, 3.140, -0.352], [4.051, 3.844, -1.533], [2.793, 3.909, -2.109], [1.717, 3.276, -1.503], [-1.505, 2.606, -0.291], [-2.764, -1.904, -1.060], [-5.213, -2.241, -1.111], [-6.724, -0.286, -1.158], [-5.788, 1.998, -1.182], [-3.367, 2.343, -1.178], [-1.725, 2.400, -3.259], [-1.139, 2.510, -5.648], [0.208, 0.715, -6.676], [0.979, -1.192, -5.315], [0.410, -1.300, -2.909], [0.256, 1.109, 3.370], [-0.288, 2.529, 5.312], [-0.649, 4.953, 5.012], [-0.444, 5.970, 2.769], [0.134, 4.568, 0.828], [3.328, 1.946, 1.171], [5.228, 3.082, 0.091], [4.888, 4.338, -2.008], [2.648, 4.449, -3.035], [0.738, 3.305, -1.961], [-0.857, -1.087, 1.950], [-0.896, -2.748, 1.553], [-0.683, -3.637, 2.566], [-0.768, -4.969, 2.405], [-1.092, -5.460, 1.173], [-1.260, -4.514, 0.157], [-1.173, -3.211, 0.330], [-0.392, -3.249, 3.455], [-0.568, -5.578, 3.275], [-1.181, -6.519, 0.993], [-1.476, -4.840, -0.856], [2.710, -0.528, 2.706], [2.491, -2.199, 2.250], [2.724, -3.161, 3.218], [2.592, -4.504, 2.898], [2.247, -4.854, 1.598], [2.025, -3.870, 0.648], [2.120, -2.505, 0.938], [1.786, -1.476, -0.080], [3.024, -2.854, 4.211], [2.791, -5.260, 3.645], [2.175, -5.896, 1.317], [1.776, -4.155, -0.369], [1.696, -1.979, -1.047], [2.606, -0.753, -0.179]], "forces_ev_per_angstrom": [[-0.0159, -0.0198, 0.0209], [-0.1842, -0.2226, 0.2922], [0.0600, 0.2036, -0.1013], [0.0019, -0.1060, -0.0755], [-0.0920, 0.0617, 0.0198], [-0.0260, 0.0157, 0.0129], [-0.0002, -0.0595, -0.0135], [-0.0005, 0.0474, 0.0048], [0.0011, 0.0463, 0.0186], [-0.0720, -0.0389, -0.0052], [0.0154, -0.0275, -0.0041], [-0.0115, 0.0271, 0.0122], [0.0113, 0.0070, -0.0455], [0.0207, -0.0312, 0.0079], [0.0197, -0.0011, 0.0147], [-0.0135, 0.1249, -0.0001], [0.0736, 0.0307, -0.0533], [-0.0237, -0.1106, -0.0114], [-0.0031, 0.0103, 0.0371], [0.0033, 0.0002, -0.0153], [-0.0097, 0.0302, 0.0445], [0.0197, 0.0081, -0.0456], [0.0951, -0.0420, 0.0506], [-0.0127, 0.0577, -0.0822], [0.0317, -0.0135, 0.0277], [0.0616, 0.0168, 0.0012], [-0.0511, 0.0053, -0.0213], [0.0385, -0.0553, 0.0147], [0.0667, 0.0872, -0.1625], [0.0543, -0.0649, -0.0036], [-0.0045, -0.0058, -0.0002], [-0.0107, -0.0028, 0.0045], [-0.0050, 0.0035, -0.0013], [-0.0281, -0.0291, -0.0047], [-0.0362, 0.0289, 0.0108], [-0.0053, 0.0141, -0.0085], [0.0022, -0.0008, -0.0122], [0.0085, -0.0102, -0.0044], [-0.0018, -0.0139, 0.0047], [-0.0051, 0.0236, -0.0159], [0.0016, -0.0020, 0.0096], [-0.0053, 0.0081, 0.0170], [-0.0035, 0.0086, 0.0001], [-0.0025, -0.0063, 0.0153], [0.0200, -0.0224, 0.0775], [0.0093, -0.0022, 0.0041], [0.0125, 0.0010, -0.0024], [-0.0054, 0.0064, -0.0101], [-0.0391, 0.0189, -0.0170], [0.0671, -0.0852, -0.0288], [-0.1232, 0.0535, 0.2352], [-0.0409, -0.0648, -0.0814], [-0.0615, 0.0769, -0.1097], [-0.0033, 0.0829, 0.0833], [-0.0195, -0.1725, -0.0561], [0.0738, 0.0853, -0.0120], [0.0151, 0.0207, 0.0080], [0.0062, 0.0057, 0.0030], [-0.0014, -0.0222, -0.0099], [-0.0160, -0.0136, 0.0100], [-0.0284, 0.0312, -0.0083], [0.0411, 0.1252, 0.0377], [-0.0129, -0.0082, 0.0538], [0.0006, -0.0461, -0.0263], [0.1207, -0.0005, 0.0062], [-0.0400, -0.0669, -0.0231], [0.0047, -0.0069, -0.0167], [0.0387, 0.0195, -0.0716], [0.0043, 0.0079, -0.0044], [0.0090, -0.0136, -0.0007], [0.0123, -0.0245, -0.0026], [0.0019, -0.0075, 0.0061], [-0.0152, 0.0649, -0.0340], [0.0066, -0.0461, 0.0363]], "mulliken_charge": [0.932, -0.004, 0.144, 0.779, -0.268, -0.631, -0.494, -0.836, -0.408, 0.359, -0.416, -0.742, -0.509, -0.699, -0.073, 0.291, 0.573, -0.021, -0.846, -0.480, -0.751, -0.426, 0.207, -0.389, -0.671, -0.498, -0.750, -0.188, 0.376, 0.249, 0.421, 0.402, 0.415, 0.187, 0.363, 0.428, 0.402, 0.440, 0.149, 0.192, 0.431, 0.394, 0.413, 0.444, 0.292, 0.436, 0.400, 0.436, 0.389, -0.732, 0.009, 0.233, -0.244, -0.824, -0.048, -0.034, 0.323, 0.436, 0.467, 0.499, -0.172, 1.148, -0.754, -0.562, -0.969, -0.361, -1.053, -0.579, 0.458, 0.476, 0.466, 0.462, 0.727, 0.786]}

---

no.,F_max (eV/A)
1,2.818
2,0.757
3,0.411